Entry from OMol25: C4H5NO2 in the gas phase at a distorted geometry (wB97M-V/def2-TZVPD).

The geometry in ORCA input format:
```
! wB97M-V def2-TZVPD RIJCOSX def2/J DEFGRID3
* xyz 0 1
C 0.17056 -0.28898 -1.42130
C -0.24432 0.09841 -0.00965
C -1.70341 0.07551 0.20529
N -2.83656 -0.04455 0.43899
C 0.64801 -0.27399 1.31489
O 0.95784 1.11946 1.48578
O 0.31018 1.59846 0.29256
H 0.18283 -1.33428 -1.72468
H 1.18693 0.18261 -1.71858
H -0.31184 0.31504 -2.16495
H 0.03223 -0.69133 2.10748
H 1.60755 -0.75637 1.19418
*
```

DFT total energy in hartree: -360.47120
HOMO in eV: -9.79
SMILES: C[C@@]1(C#N)COO1
Energy above the lowest of the compared OMol25 structures with the same formula, charge and spin in kcal/mol: 124.38
Lowest unoccupied orbital energy in eV: 0.6


Entry from OMol25: C2H4BFO in the gas phase at a distorted geometry (wB97M-V/def2-TZVPD).

The geometry in ORCA input format:
```
! wB97M-V def2-TZVPD RIJCOSX def2/J DEFGRID3
* xyz 0 1
B 0.67700 -0.40060 -0.49045
C -0.80873 -0.46620 0.40337
F -1.57577 -1.55314 0.06997
C -1.54694 0.82532 0.21986
O -2.58649 0.96565 -0.35170
H 1.41271 0.46168 -0.25788
H 0.82271 -1.21363 -1.31265
H -0.53559 -0.57199 1.46196
H -1.00238 1.67707 0.67439
*
```

DFT total energy in hartree: -278.49271
HOMO in eV: -10.15
SMILES: B[C@H](F)C=O
Energy above the lowest of the compared OMol25 structures with the same formula, charge and spin in kcal/mol: 36.00
Lowest unoccupied orbital energy in eV: -0.6


Entry from OMol25: 7 unconnected molecules or ions with the total composition C16H32Br12O at a distorted geometry (wB97M-V/def2-TZVPD).

The geometry in ORCA input format:
```
! wB97M-V def2-TZVPD RIJCOSX def2/J DEFGRID3
* xyz 1 2
C -27.92559 12.93794 -4.71312
C -27.04990 13.19177 -5.88600
C -26.48243 11.77011 -6.16870
O -26.51075 10.96581 -4.96523
C -27.21729 11.76827 -4.00172
H -28.82808 12.52215 -5.16117
H -28.19393 13.74914 -4.03632
H -26.16449 13.82545 -5.83501
H -27.64237 13.47318 -6.75657
H -25.52448 11.74009 -6.68786
H -27.21643 11.34246 -6.85166
H -26.54047 12.04039 -3.19180
H -27.86932 11.18917 -3.34781
Br -28.72409 16.87915 -3.98385
C -30.08565 16.06434 -5.09891
C -31.33428 16.88116 -5.20450
Br -30.94574 18.79275 -5.82571
H -30.14154 15.04555 -4.71543
H -29.67652 15.93368 -6.10073
H -31.83502 16.96825 -4.24025
H -32.09743 16.47231 -5.86674
Br -23.89650 7.92579 -5.28301
C -23.86879 8.83441 -3.45325
C -25.19578 8.51727 -2.72307
Br -25.19970 9.60146 -1.08888
H -23.89390 9.91437 -3.59868
H -22.95961 8.56226 -2.91713
H -25.38574 7.46108 -2.53209
H -26.06112 8.81147 -3.31699
Br -27.20721 15.26270 -8.92191
C -26.32737 16.67223 -7.90215
C -26.98328 18.06760 -7.95886
Br -26.85107 18.80771 -9.80576
H -25.30947 16.70580 -8.29052
H -26.30613 16.32631 -6.86872
H -26.47629 18.76714 -7.29425
H -28.04725 18.03123 -7.72493
Br -24.52403 13.36913 -0.78684
C -25.49289 15.13473 -0.33399
C -26.80992 15.41882 -1.09251
Br -27.70272 17.08007 -0.41520
H -24.74142 15.92153 -0.39979
H -25.65360 15.13286 0.74409
H -27.56666 14.63456 -1.07340
H -26.64727 15.45687 -2.16964
Br -28.66784 11.88554 -9.00923
C -28.35368 11.77215 -10.96961
C -27.78191 13.10958 -11.32548
Br -27.23694 13.14547 -13.28706
H -29.30691 11.58504 -11.46402
H -27.72288 10.91948 -11.22089
H -26.85769 13.13739 -10.74828
H -28.47355 13.91278 -11.07131
Br -29.49235 8.75176 -7.21628
C -28.02642 8.10680 -6.04859
C -27.97338 6.53574 -6.01607
Br -26.61402 5.96850 -4.71250
H -28.35441 8.54720 -5.10701
H -27.06973 8.52631 -6.35978
H -27.82957 6.15259 -7.02633
H -28.87583 6.11720 -5.57051
*
```

DFT total energy in hartree: -31591.84371
HOMO (spin up / spin down) in eV: -11.63 / -11.63
Lowest unoccupied orbital energy (spin up / spin down) in eV: -3.5 / -9.0


Entry from OMol25: a molecular structure, CH7P3 at a distorted geometry (wB97M-V/def2-TZVPD).

The geometry in ORCA input format:
```
! wB97M-V def2-TZVPD RIJCOSX def2/J DEFGRID3
* xyz 0 1
C 0.61243 0.00712 -0.24133
P -0.49718 -1.55016 0.14670
P 0.30855 0.65685 -1.87465
P 0.50986 1.35651 0.90758
H 1.62210 -0.50146 -0.34748
H -1.40045 -0.84669 0.83237
H 0.23724 -1.75104 1.49014
H 0.11245 -0.51261 -2.49495
H -1.02981 1.08574 -1.39113
H 0.32769 0.44225 2.16939
H -0.80289 1.61350 0.80336
*
```

DFT total energy in hartree: -1066.24814
HOMO in eV: -8.89
Energy above the lowest of the compared OMol25 structures with the same formula, charge and spin in kcal/mol: 32.61
Lowest unoccupied orbital energy in eV: 0.6